# 1
Below is a molecular structure, C24H35N2OSc in a non-equilibrium geometry, with properties calculated with the ωB97M-V functional and the def2-TZVPD basis.

```
63
Properties=species:S:1:pos:R:3
C 1.138 -2.140 2.992
H 1.099 -1.420 3.824
H 1.531 -3.086 3.403
H 0.114 -2.391 2.720
C 2.045 -1.575 1.842
H 1.755 -2.004 0.841
H 1.935 -0.473 1.788
C 3.550 -1.930 2.117
H 4.255 -1.270 1.564
H 3.811 -1.891 3.197
H 3.780 -2.967 1.809
C 0.384 -1.137 -2.956
C 1.742 -1.586 -2.704
C 1.655 -2.754 -1.857
C 0.278 -2.977 -1.558
C -0.505 -1.988 -2.214
C -1.994 -1.988 -2.189
C -0.295 -4.121 -0.799
C 2.732 -3.668 -1.383
C 2.990 -0.990 -3.268
C -0.077 -0.038 -3.850
Sc 0.865 -0.753 -0.741
H -1.289 -3.874 -0.398
H -0.435 -4.984 -1.473
H 0.347 -4.447 0.033
H -2.371 -2.485 -1.286
H -2.424 -0.980 -2.224
H -2.368 -2.563 -3.048
H 0.641 0.787 -3.946
H -0.258 -0.449 -4.856
H -1.028 0.398 -3.507
H 3.886 -1.335 -2.729
H 3.096 -1.281 -4.327
H 3.002 0.111 -3.225
H 2.551 -3.982 -0.342
H 2.735 -4.592 -1.983
H 3.731 -3.221 -1.452
C -1.926 4.834 1.579
N -1.053 3.964 0.808
N -1.072 2.609 0.870
C -0.163 2.104 0.001
O -0.061 0.836 -0.179
C 0.478 3.218 -0.580
C -0.134 4.350 -0.089
C 0.086 5.762 -0.459
C -2.012 1.872 1.653
C -3.372 2.157 1.519
C -4.315 1.478 2.293
C -3.894 0.466 3.171
C -2.524 0.162 3.289
C -1.584 0.868 2.534
H -1.295 5.544 2.135
H -2.511 4.280 2.318
H -2.603 5.361 0.885
H 1.289 3.167 -1.270
H -0.814 6.219 -0.903
H 0.407 6.369 0.402
H 0.886 5.762 -1.216
H -3.676 2.956 0.841
H -5.374 1.752 2.207
H -4.643 -0.097 3.736
H -2.210 -0.631 3.984
H -0.513 0.683 2.657
```

## Properties
Relative energy (zero: lowest compared OMol25 entry of this formula, charge and spin)   0.0 kJ/mol
Molar mass   412.51 u
Net charge   +2
Strongest force on any atom   2.2 eV/Å
Lowest unoccupied orbital energy   -6.6 eV
E   -1880.51971 Ha

Mulliken population analysis, charges in e, atoms 1 to 2: atom 1 (C): -1.506, atom 2 (H): 0.393

***

# 2
Below is a single C24H35N3O2S2 molecule, with properties calculated with the ωB97M-V functional and the def2-TZVPD basis.

```
66
Properties=species:S:1:pos:R:3
C -1.175 2.987 -4.869
H -0.459 2.634 -4.130
H -0.856 3.965 -5.223
H -1.179 2.294 -5.706
C -2.569 3.070 -4.250
N -2.600 4.010 -3.159
C -2.888 5.333 -3.263
C -2.727 5.916 -2.001
C -2.302 4.920 -1.115
C -2.215 3.757 -1.865
C -1.949 2.379 -1.399
O -2.674 1.449 -1.736
N -0.915 2.206 -0.546
C 0.177 3.124 -0.326
H -0.040 4.079 -0.803
C 1.482 2.556 -0.896
H 2.296 3.232 -0.635
H 1.408 2.505 -1.986
C 1.780 1.154 -0.357
C 2.155 1.189 1.125
O 2.007 2.155 1.846
N 2.712 0.036 1.559
H 2.739 -0.764 0.946
C 2.992 -0.199 2.955
H 3.985 -0.648 3.052
H 2.994 0.783 3.435
C 1.945 -1.092 3.629
C 2.037 -2.557 3.227
H 3.061 -2.920 3.321
H 1.379 -3.152 3.859
S 1.494 -2.837 1.498
C 0.908 -4.574 1.511
C 1.976 -5.540 1.999
C 1.468 -6.975 1.866
C 0.170 -7.157 2.647
C -0.890 -6.173 2.160
C -0.389 -4.736 2.290
H -1.137 -4.037 1.909
H -0.223 -4.511 3.346
H -1.807 -6.293 2.739
H -1.124 -6.380 1.113
H -0.192 -8.179 2.531
H 0.360 -6.989 3.710
H 2.228 -7.667 2.235
H 1.292 -7.201 0.811
H 2.208 -5.339 3.048
H 2.891 -5.407 1.417
H 0.715 -4.750 0.448
H 2.088 -1.030 4.710
H 0.949 -0.710 3.395
C 0.558 0.253 -0.580
C -0.686 0.897 0.028
H -1.569 0.288 -0.170
H -0.556 1.013 1.109
H 0.711 -0.732 -0.138
H 0.400 0.125 -1.653
H 2.636 0.737 -0.899
H 0.302 3.278 0.750
H -2.115 5.017 -0.065
S -3.101 7.605 -2.042
C -3.454 7.488 -3.740
C -3.304 6.244 -4.260
H -3.482 6.001 -5.292
H -3.759 8.379 -4.254
H -2.872 2.092 -3.867
H -3.295 3.398 -4.998
```

## Properties
Relative energy (zero: lowest compared OMol25 entry of this formula, charge and spin)   5.7 kJ/mol
Molar mass   461.70 u
Net charge   0
Strongest force on any atom   1.0 eV/Å
Lowest unoccupied orbital energy   0.6 eV
SMILES   CCn1c(C(=O)N2CCC(C(=O)NCCCSC3CCCCC3)CC2)cc2sccc21
E   -2046.70479 Ha

Mulliken population analysis, charges in e, atoms 1 to 2: atom 1 (C): -0.781, atom 2 (H): 0.072

***

# 3
Below is a molecular structure, C24H35N4S2SeSiZr in a non-equilibrium geometry, with properties calculated with the ωB97M-V functional and the def2-TZVPD basis.

```
68
Properties=species:S:1:pos:R:3
Zr -0.657 0.051 0.930
C 0.952 3.202 2.136
C 0.226 2.663 3.374
C -0.975 3.534 3.720
C -0.112 1.188 3.239
C 0.909 0.240 3.037
C 0.635 -1.131 2.972
C -0.671 -1.623 3.124
C -0.967 -3.090 3.159
C -1.694 -0.680 3.320
C -1.427 0.691 3.369
H 1.359 4.189 2.353
H 0.255 3.310 1.300
H 1.776 2.564 1.816
H 0.929 2.706 4.215
H -1.706 3.554 2.906
H -0.644 4.560 3.875
H -1.474 3.217 4.636
H 1.933 0.582 2.966
H 1.461 -1.823 2.860
H -0.958 -3.425 4.199
H -0.220 -3.665 2.617
H -1.955 -3.305 2.753
H -2.710 -1.024 3.479
H -2.232 1.386 3.567
C -0.207 3.433 -2.393
N -1.075 2.314 -2.756
C -1.295 1.850 -4.039
C -2.176 0.829 -3.956
N -2.474 0.683 -2.619
C -1.803 1.596 -1.900
S -2.008 1.882 -0.205
H 0.530 3.562 -3.180
H 0.289 3.203 -1.454
H -0.796 4.342 -2.293
H -0.824 2.301 -4.894
H -2.618 0.213 -4.718
H -3.166 0.066 -2.216
N 0.280 -3.233 -0.195
C -1.007 -2.916 -0.370
N -1.593 -1.854 0.184
C -2.976 -1.848 -0.131
C -3.935 -0.972 0.370
C -5.249 -1.101 -0.052
C -5.622 -2.100 -0.951
C -4.688 -3.008 -1.419
C -3.374 -2.866 -0.994
S -2.023 -3.916 -1.341
H 0.919 -2.483 0.045
H 0.657 -4.029 -0.685
H -3.688 -0.201 1.090
H -5.998 -0.425 0.335
H -6.654 -2.186 -1.262
H -4.977 -3.813 -2.081
C 4.765 -2.068 -2.864
Si 5.693 -0.565 -2.401
C 6.224 0.592 -3.703
C 6.102 -0.201 -0.661
Se 1.344 -0.014 -0.367
H 5.222 -2.545 -3.734
H 3.758 -1.762 -3.172
H 4.686 -2.783 -2.048
H 7.176 0.215 -4.105
H 6.407 1.597 -3.324
H 5.525 0.621 -4.540
H 7.186 -0.075 -0.564
H 5.765 -0.968 0.033
H 5.662 0.763 -0.387
```

## Properties
Molar mass   641.98 u
Net charge   +3
Strongest force on any atom   1.1 eV/Å
Lowest unoccupied orbital energy   -8.8 eV
E   -4688.17720 Ha

Mulliken population analysis, charges in e, atoms 1 to 2: atom 1 (Zr): 0.346, atom 2 (C): -1.404

***

# 4
Below is a molecular structure, C24H36B6F24Li3O18 in a non-equilibrium geometry, with properties calculated with the ωB97M-V functional and the def2-TZVPD basis.

```
111
Properties=species:S:1:pos:R:3
Li 3.249 -1.406 1.125
Li -3.497 2.569 4.112
Li -0.803 -1.927 7.138
B -4.788 1.615 8.341
F -4.900 1.845 9.678
F -4.412 2.772 7.660
F -3.764 0.700 8.136
F -6.016 1.253 7.740
B -6.788 0.398 1.974
F -7.958 0.483 1.309
F -6.564 1.521 2.681
F -7.006 -0.646 2.785
F -5.669 0.096 1.180
B -0.102 0.933 4.154
F 0.513 0.474 5.292
F -0.406 2.216 4.413
F 0.633 0.806 3.035
F -1.295 0.213 4.075
B 2.402 -5.601 3.811
F 1.963 -6.147 2.618
F 1.539 -5.969 4.797
F 3.741 -6.011 3.923
F 2.355 -4.247 3.538
B -4.496 -4.386 6.593
F -3.376 -4.323 7.434
F -4.122 -4.449 5.262
F -4.925 -5.568 6.925
F -5.492 -3.436 6.846
B 0.148 -2.784 -1.967
F -0.797 -2.560 -1.001
F 0.464 -4.133 -2.023
F -0.338 -2.397 -3.145
F 1.321 -2.017 -1.747
C 0.094 4.088 -1.951
C -0.929 4.419 -3.016
C -0.443 4.884 -4.465
O -1.493 4.247 -5.248
C -1.934 3.214 -4.632
O -2.588 2.266 -5.236
O -1.676 3.280 -3.254
H 0.772 4.929 -1.809
H 0.568 3.178 -2.318
H -0.346 3.795 -0.997
H -1.634 5.198 -2.724
H 0.491 4.421 -4.783
H -0.367 5.966 -4.571
C 3.195 5.581 7.447
C 3.831 5.307 6.073
C 3.314 6.037 4.868
O 4.434 6.665 4.254
C 5.470 6.234 4.901
O 6.672 6.331 4.507
O 5.217 5.534 5.966
H 3.662 6.454 7.904
H 3.204 4.709 8.101
H 2.198 6.020 7.403
H 3.628 4.243 5.951
H 2.664 6.861 5.161
H 2.786 5.335 4.222
C 8.865 -1.078 7.075
C 7.902 -0.288 7.868
C 6.704 -1.182 8.279
O 6.624 -1.047 9.698
C 7.587 -0.183 10.102
O 7.800 0.059 11.301
O 8.506 0.112 9.129
H 9.177 -1.997 7.571
H 9.772 -0.520 6.841
H 8.274 -1.241 6.174
H 7.533 0.485 7.193
H 6.697 -2.259 8.110
H 5.845 -0.670 7.845
C 10.194 3.144 -1.458
C 9.954 2.098 -0.287
C 10.119 2.761 1.063
O 9.029 2.226 1.831
C 8.202 1.763 1.054
O 7.021 1.447 1.354
O 8.628 1.739 -0.216
H 11.016 3.833 -1.261
H 9.407 3.887 -1.591
H 10.402 2.638 -2.400
H 10.614 1.242 -0.145
H 10.117 3.851 1.091
H 11.089 2.458 1.456
C -5.025 11.731 2.273
C -4.276 10.590 1.450
C -2.776 10.604 1.708
O -2.500 9.230 1.697
C -3.594 8.538 2.044
O -3.636 7.362 2.363
O -4.614 9.318 2.032
H -6.096 11.544 2.203
H -4.844 12.638 1.696
H -4.848 11.777 3.348
H -4.533 10.604 0.391
H -2.496 11.010 2.680
H -2.229 11.122 0.920
C 3.651 -5.220 14.426
C 2.473 -5.420 13.444
C 1.230 -4.817 13.947
O 0.747 -4.022 12.903
C 1.640 -3.910 12.004
O 1.515 -3.205 11.024
O 2.678 -4.661 12.198
H 4.216 -4.330 14.146
H 4.282 -6.102 14.317
H 3.301 -5.147 15.455
H 2.319 -6.428 13.059
H 1.308 -4.257 14.879
H 0.472 -5.564 14.181
```

## Properties
Molar mass   1154.18 u
Net charge   -3
Strongest force on any atom   9.6 eV/Å
Lowest unoccupied orbital energy   2.9 eV
E   -4860.28779 Ha

Mulliken population analysis, charges in e, atoms 1 to 2: atom 1 (Li): 1.006, atom 2 (Li): 1.007

***

# 5
Below is 2 unconnected molecules or ions with the total composition C24H36BClI2N4O5S in a non-equilibrium geometry, with properties calculated with the ωB97M-V functional and the def2-TZVPD basis.

```
74
Properties=species:S:1:pos:R:3
C -0.179 1.336 3.732
C -0.518 0.329 2.639
N 0.493 0.270 1.575
N -0.085 -0.073 0.304
C -0.751 -1.425 0.397
C -2.258 -1.418 0.595
C -2.742 -2.102 1.722
C -4.099 -2.163 1.982
C -5.040 -1.567 1.147
C -4.576 -0.881 0.027
C -5.565 -0.223 -0.921
C -3.204 -0.804 -0.217
C 1.000 -0.240 -0.614
N 2.255 -0.594 -0.182
C 2.364 -1.992 0.162
C 2.352 -2.386 1.514
C 2.420 -3.726 1.845
C 2.503 -4.726 0.860
C 2.524 -4.333 -0.476
C 2.430 -2.980 -0.791
C 3.425 0.281 -0.320
I 5.247 -0.910 -0.102
C 3.631 1.482 0.633
C 2.766 2.721 0.269
I 3.677 1.056 2.731
N 0.695 -0.128 -1.883
C -0.642 0.198 -2.414
C -1.200 1.574 -2.022
C -0.138 2.654 -1.780
C -0.871 4.011 -1.577
S -1.358 4.304 0.116
O -0.255 4.918 0.793
O -2.549 5.101 0.194
O -1.644 2.909 0.838
B 1.735 -0.387 -2.952
O 1.858 -1.594 -3.576
O 2.484 0.697 -3.309
H -0.078 2.352 3.335
H -1.056 1.375 4.391
H 0.661 1.045 4.363
H -0.689 -0.661 3.073
H -1.472 0.654 2.194
H 0.827 1.225 1.473
H -0.538 -1.963 -0.534
H -0.282 -2.006 1.196
H -2.024 -2.566 2.393
H -4.426 -2.703 2.867
H -6.105 -1.628 1.336
H -6.575 -0.529 -0.646
H -5.444 0.861 -0.968
H -5.389 -0.646 -1.918
H -2.896 -0.231 -1.085
H 2.267 -1.677 2.329
H 2.379 -4.004 2.895
H 2.545 -5.762 1.175
H 2.553 -5.108 -1.217
H 2.434 -2.735 -1.838
H 3.560 0.688 -1.326
H 4.648 1.813 0.421
H 3.386 3.621 0.232
H 2.385 2.566 -0.745
H 1.978 2.930 0.999
H -1.300 -0.630 -2.138
H -0.610 0.155 -3.510
H -1.725 1.448 -1.072
H -1.952 1.908 -2.744
H 0.613 2.733 -2.567
H 0.294 2.434 -0.800
H -0.269 4.867 -1.884
H -1.791 4.034 -2.171
H -2.586 2.829 1.054
H 2.786 -1.884 -3.563
H 3.194 0.464 -3.920
Cl 4.514 -4.462 -2.026
```

## Properties
Molar mass   792.72 u
Net charge   0
Strongest force on any atom   3.3 eV/Å
Lowest unoccupied orbital energy   -0.9 eV
E   -3009.93755 Ha

Mulliken population analysis, charges in e, atoms 1 to 2: atom 1 (C): -1.465, atom 2 (C): -0.087

***

# 6
Below is a molecular structure, C24H36F3O12PS2 in a non-equilibrium geometry, with properties calculated with the ωB97M-V functional and the def2-TZVPD basis.

```
78
Properties=species:S:1:pos:R:3
C 5.311 0.836 -1.342
P 3.837 1.706 -2.152
C 3.540 3.407 -1.403
C 2.314 0.607 -2.182
O 1.809 0.010 -0.921
S 0.646 -1.041 -1.579
O -0.495 -0.937 -0.608
O 0.982 -2.498 -1.627
O 0.295 -0.286 -3.066
C 0.988 1.017 -2.985
S 1.649 1.545 -4.649
C -0.131 1.916 -2.296
C 0.178 3.485 -2.257
C 0.096 4.147 -0.831
F -0.191 5.537 -0.790
C 0.248 3.526 0.403
F 0.861 2.302 0.637
F -0.203 4.192 1.562
H 5.352 -0.251 -1.664
H 5.283 0.850 -0.204
H 6.248 1.338 -1.760
H 2.736 3.468 -0.609
H 4.492 3.837 -0.930
H 3.300 4.113 -2.274
H 2.679 -0.320 -2.763
H 2.433 2.675 -4.464
H -1.070 1.794 -2.945
H -0.454 1.535 -1.263
H -0.608 4.019 -2.900
H 1.164 3.653 -2.801
O -5.815 6.302 3.442
C -4.994 5.526 3.023
O -3.684 5.837 2.839
C -3.013 4.727 2.228
C -3.866 3.521 2.548
C -5.262 4.110 2.586
H -2.941 4.913 1.152
H -2.009 4.636 2.637
H -3.752 2.709 1.828
H -3.604 3.133 3.537
H -5.725 4.124 1.599
H -5.897 3.592 3.302
O 4.476 -6.858 -3.918
C 3.771 -6.595 -2.981
O 3.835 -5.425 -2.288
C 2.937 -5.484 -1.172
C 1.920 -6.541 -1.534
C 2.735 -7.504 -2.374
H 3.510 -5.747 -0.277
H 2.474 -4.508 -1.021
H 1.453 -7.005 -0.663
H 1.128 -6.100 -2.146
H 3.237 -8.256 -1.760
H 2.130 -7.978 -3.145
O 5.214 -9.260 2.775
C 5.716 -8.291 2.272
O 5.457 -7.875 1.002
C 6.301 -6.760 0.686
C 6.703 -6.173 2.020
C 6.741 -7.395 2.915
H 7.160 -7.124 0.116
H 5.749 -6.044 0.075
H 7.646 -5.626 1.982
H 5.928 -5.485 2.371
H 7.714 -7.891 2.887
H 6.462 -7.153 3.940
O -8.896 1.959 1.222
C -9.028 3.126 1.478
O -8.005 3.938 1.863
C -8.525 5.234 2.195
C -9.849 5.329 1.469
C -10.325 3.890 1.470
H -8.641 5.295 3.281
H -7.825 6.004 1.872
H -10.547 6.023 1.938
H -9.684 5.660 0.439
H -10.887 3.647 2.375
H -10.910 3.659 0.581
```

## Properties
Relative energy (zero: lowest compared OMol25 entry of this formula, charge and spin)   414.0 kJ/mol
Molar mass   668.64 u
Net charge   0
Strongest force on any atom   7.3 eV/Å
Lowest unoccupied orbital energy   -0.4 eV
E   -3276.13681 Ha

Mulliken population analysis, charges in e, atoms 1 to 2: atom 1 (C): -0.895, atom 2 (P): 0.224